1.
{"formula": "C9H7NO3", "method": "ωB97M-V with the def2-TZVPD basis set", "orbital_gap_ev": 8.92, "e_tot_ev": -17079.04379, "largest_force_ev_per_a": 4.8, "e_lumo_ev": -0.605, "de_lowest_kcal_mol": 0.00, "smiles": "NC(=O)c1cccc2c1OCC2=O", "symbols": ["N", "C", "O", "C", "C", "C", "C", "C", "C", "O", "C", "C", "O", "H", "H", "H", "H", "H", "H", "H"], "coordinates": [[1.564, 2.225, 1.124], [2.072, 1.073, 0.617], [3.265, 0.902, 0.632], [1.181, 0.055, 0.064], [1.705, -1.189, -0.418], [0.913, -2.222, -0.914], [-0.480, -1.993, -0.986], [-1.004, -0.790, -0.455], [-0.211, 0.253, 0.040], [-0.992, 1.282, 0.527], [-2.391, 1.055, 0.245], [-2.329, -0.384, -0.298], [-3.308, -1.045, -0.654], [0.581, 2.232, 1.417], [2.244, 2.865, 1.538], [2.779, -1.290, -0.440], [1.297, -3.189, -1.275], [-1.161, -2.719, -1.363], [-2.980, 1.134, 1.129], [-2.748, 1.745, -0.533]], "mulliken_charge": [-0.38, 0.42, -0.65, -0.08, -0.43, -0.66, -0.52, 0.38, 0.61, -0.54, -0.42, 0.49, -0.63, 0.27, 0.23, 0.47, 0.37, 0.53, 0.30, 0.25]}

=====

2.
{"formula": "C21H54N4O5", "method": "ωB97M-V with the def2-TZVPD basis set", "orbital_gap_ev": [8.00, 4.23], "e_tot_ev": -38838.68806, "total_charge": 1, "largest_force_ev_per_a": 3.0, "e_lumo_ev": [-2.612, -6.379], "spin_multiplicity": 2, "symbols": ["C", "C", "C", "O", "C", "N", "H", "H", "H", "H", "H", "H", "H", "H", "H", "H", "H", "C", "C", "C", "O", "C", "N", "H", "H", "H", "H", "H", "H", "H", "H", "H", "H", "H", "C", "C", "C", "O", "C", "N", "H", "H", "H", "H", "H", "H", "H", "H", "H", "H", "H", "O", "H", "H", "C", "C", "C", "C", "C", "C", "N", "O", "C", "C", "C", "H", "H", "H", "H", "H", "H", "H", "H", "H", "H", "H", "H", "H", "H", "H", "H", "H", "H", "H"], "coordinates": [[0.952, 3.024, -3.565], [1.805, 4.232, -3.933], [2.857, 4.358, -2.852], [3.654, 5.503, -3.015], [4.526, 5.654, -1.904], [2.449, 4.044, -5.234], [1.561, 2.244, -3.108], [0.397, 2.643, -4.423], [0.208, 3.286, -2.812], [1.224, 5.151, -3.853], [3.334, 3.396, -2.667], [2.336, 4.494, -1.905], [5.382, 4.979, -1.896], [4.118, 5.826, -0.908], [5.010, 6.604, -2.127], [3.195, 3.366, -5.173], [3.006, 4.828, -5.544], [0.291, 0.422, 2.291], [-0.598, 1.423, 3.004], [0.149, 2.689, 3.509], [0.839, 3.430, 2.421], [1.606, 4.579, 2.791], [-1.655, 1.891, 2.120], [0.930, -0.028, 3.051], [1.081, 0.859, 1.681], [-0.298, -0.338, 1.777], [-1.059, 0.966, 3.880], [0.936, 2.344, 4.179], [-0.506, 3.422, 3.979], [2.339, 4.716, 1.996], [2.258, 4.387, 3.643], [1.137, 5.531, 3.038], [-2.254, 2.546, 2.600], [-2.355, 1.188, 1.929], [-2.731, -1.502, 1.281], [-4.139, -1.070, 1.737], [-4.540, -1.694, 3.088], [-5.957, -1.585, 3.270], [-6.351, -1.953, 4.630], [-4.062, 0.325, 1.982], [-2.380, -0.937, 0.418], [-2.751, -2.546, 0.970], [-1.929, -1.513, 2.019], [-4.836, -1.354, 0.949], [-4.061, -1.201, 3.934], [-4.130, -2.704, 3.122], [-6.130, -2.994, 4.865], [-7.438, -2.016, 4.669], [-6.016, -1.335, 5.463], [-4.266, 0.714, 1.073], [-4.829, 0.714, 2.511], [-0.259, 1.890, -0.303], [0.079, 2.515, 0.339], [-1.099, 1.607, 0.057], [1.622, -1.695, -2.776], [1.366, -1.987, -1.221], [-0.164, -1.774, -0.954], [-1.115, -2.885, -1.445], [-0.503, -4.190, -0.887], [0.997, -4.569, -1.182], [1.786, -3.367, -0.818], [3.089, -3.569, -0.612], [1.416, -5.800, -0.317], [1.060, -4.909, -2.738], [2.149, -0.971, -0.401], [2.425, -2.307, -3.187], [1.783, -0.643, -3.012], [0.780, -1.975, -3.408], [-0.216, -1.735, 0.134], [-0.596, -0.882, -1.408], [-1.034, -2.858, -2.531], [-2.180, -2.926, -1.216], [-1.095, -4.960, -1.381], [-0.588, -4.197, 0.200], [2.429, -6.124, -0.557], [1.510, -5.497, 0.726], [0.677, -6.595, -0.414], [2.051, -5.201, -3.085], [0.404, -5.764, -2.901], [0.800, -4.107, -3.429], [3.176, -0.811, -0.729], [2.127, -1.341, 0.624], [1.554, -0.058, -0.416], [3.259, -3.322, 0.300]], "mulliken_charge": [-0.97, 0.40, -0.64, -0.35, -0.78, -0.75, -0.12, 0.47, 0.30, 0.33, 0.36, 0.30, 0.33, 0.26, 0.32, 0.25, 0.30, -0.99, 0.57, -1.27, -0.26, -0.81, -0.51, 0.60, 0.34, -0.33, 0.40, 0.47, 0.47, 0.19, 0.32, 0.33, 0.27, 0.16, -1.29, 0.44, -1.05, -0.34, -0.82, -0.66, 0.33, 0.60, 0.36, 0.22, 0.42, 0.38, 0.33, 0.30, 0.32, 0.23, 0.23, -0.56, 0.29, 0.26, -1.69, 1.96, -0.88, -0.96, -1.08, 1.07, 0.73, -0.38, -1.75, -1.48, -2.12, 0.43, 0.34, 0.34, 0.20, 0.40, 0.45, 0.40, 0.63, 0.30, 0.42, 0.40, 0.40, 0.38, 0.42, 0.33, 0.42, 0.62, 0.39, 0.39]}

=====

3.
{"formula": "C3H6ClNSi", "method": "ωB97M-V with the def2-TZVPD basis set", "orbital_gap_ev": [6.13, 9.19], "e_tot_ev": -25094.50779, "largest_force_ev_per_a": 4.0, "e_lumo_ev": [0.718, -1.646], "spin_multiplicity": 3, "symbols": ["C", "C", "C", "N", "Si", "Cl", "H", "H", "H", "H", "H", "H"], "coordinates": [[-3.670, -0.676, -0.891], [2.200, 1.308, 0.494], [0.348, -1.417, 0.428], [-3.547, -0.003, 0.054], [0.725, 0.238, -0.198], [-0.509, 1.461, -1.260], [3.026, 1.221, -0.200], [2.082, 2.378, 0.697], [2.544, 0.877, 1.436], [-0.552, -1.913, 0.209], [-3.727, -1.516, -1.597], [1.080, -1.957, 0.828]], "mulliken_charge": [0.09, -1.04, -0.85, -0.34, 0.35, -0.21, 0.34, 0.31, 0.31, 0.35, 0.26, 0.43]}

=====

Question: What is the formula in the second record?
Answer: C21H54N4O5